Computed, not measured: a structure of composition C15H18N5O2RuS5, with ωB97M-V/def2-TZVPD.

Geometry as XYZ:
```
46
Properties=species:S:1:pos:R:3:forces:R:3
Ru -0.7103 0.5867 -0.4336 0.545 0.315 -0.069
S -1.2502 2.6935 -1.1003 -0.059 -0.043 -0.062
S -2.3255 2.2939 -2.8065 0.037 -0.053 0.217
S -3.8105 1.1180 -1.9974 -0.147 0.308 -0.342
S -2.7967 -0.1242 -0.8002 -0.089 -0.389 0.313
N 1.9590 -5.9468 -1.1451 -0.038 -0.106 -0.081
C 1.5388 -4.7464 -1.6802 -0.007 0.091 0.013
C 2.3662 -4.0252 -2.5448 0.017 0.004 -0.007
C 1.9325 -2.8405 -3.1119 0.029 0.010 -0.016
C 0.6617 -2.3651 -2.8271 -0.107 0.058 -0.033
C -0.1766 -3.0761 -1.9752 -0.021 -0.007 -0.028
C 0.2577 -4.2549 -1.4021 0.004 -0.004 -0.005
S 0.0981 -0.8316 -3.4995 0.301 -0.036 0.056
O -1.3167 -0.9295 -3.6799 -0.202 0.044 -0.006
O 0.9561 -0.4753 -4.5888 -0.059 -0.033 -0.034
N 0.3242 0.2281 -2.2578 -0.225 -0.252 0.126
C 1.5410 0.3920 -1.7074 0.384 0.397 0.677
N 1.3703 0.9294 -0.4544 -0.315 -0.382 -0.017
C 2.4161 1.1235 0.3274 0.148 0.145 -0.085
C 3.6923 0.8371 -0.1232 -0.085 0.004 -0.033
C 3.7770 0.2974 -1.4018 0.123 0.041 0.082
N 2.7376 0.0598 -2.1847 -0.184 -0.098 -0.383
H 2.9409 -6.1534 -1.1644 0.025 0.018 0.033
H 1.4578 -6.3132 -0.3566 0.012 0.016 0.042
H 3.3545 -4.4047 -2.7769 0.000 -0.002 0.001
H 2.5693 -2.2725 -3.7762 -0.010 -0.016 -0.002
H -1.1797 -2.7110 -1.7891 0.004 0.006 0.007
H -0.4020 -4.8169 -0.7514 0.004 -0.002 0.001
H 2.2173 1.5210 1.3162 0.016 -0.025 0.001
H 4.5665 1.0063 0.4854 0.002 0.004 0.002
H 4.7438 0.0303 -1.8174 0.000 -0.001 0.017
C -3.6513 2.8698 3.0502 0.017 0.002 0.012
C -2.1508 2.7526 3.3596 -0.036 0.049 0.007
C -1.4632 4.1156 3.1969 -0.005 -0.011 0.005
C -1.9211 2.1833 4.7628 0.006 -0.013 -0.015
C -1.5788 1.8446 2.3561 0.039 -0.136 0.098
N -1.1768 1.1737 1.5203 -0.117 0.091 -0.497
H -4.1043 3.5618 3.7608 0.003 0.004 0.000
H -4.1463 1.9031 3.1404 -0.002 0.001 -0.002
H -3.8080 3.2477 2.0402 -0.009 -0.003 0.000
H -1.9105 4.8214 3.8976 -0.002 0.000 0.000
H -1.5935 4.4959 2.1839 0.001 0.006 0.003
H -0.3964 4.0460 3.4102 0.001 -0.001 -0.002
H -2.3590 2.8626 5.4946 -0.003 0.005 -0.003
H -0.8574 2.0845 4.9788 0.000 -0.007 0.002
H -2.3934 1.2073 4.8727 0.004 -0.001 0.005
```
Forces are in eV/Å.

## Properties
**HOMO energy (spin up / spin down)**: -7.341 / -7.490 eV
**Strongest force on any atom**: 0.9 eV/A
**Relative energy (zero: lowest compared OMol25 entry of this formula, charge and spin)**: 0.390 eV
**Lowest unoccupied orbital energy (spin up / spin down)**: -0.49 / -1.27 eV
**Multiplicity**: 2
**E**: -3092.52540 hartree

Mulliken atomic charge list, values in e, 5 entries: atom 1 (Ru): 0.3281, atom 2 (S): -0.1728, atom 3 (S): -0.0820, atom 4 (S): -0.0077, atom 5 (S): -0.0846



Computed, not measured: a cluster of 2 separate species, C5H14NO2 in total in a non-equilibrium geometry, with ωB97M-V/def2-TZVPD.

Geometry as XYZ:
```
22
Properties=species:S:1:pos:R:3:forces:R:3
C 0.6149 2.4954 -0.1569 -0.339 -0.843 1.863
C 1.9935 2.3326 0.4991 0.074 1.090 0.641
C -0.2665 1.1893 -0.0168 0.991 1.810 -0.413
N 0.4927 0.1880 -0.7269 -0.537 -1.151 -0.619
C -0.2988 -0.8165 -1.4575 0.501 -0.595 -0.425
C -0.8089 -1.9663 -0.5293 -0.919 0.290 0.336
O -0.9123 -1.6608 0.8033 0.191 0.682 -0.292
H 0.6924 2.6587 -1.2105 0.140 0.355 -0.666
H 0.1035 3.3267 0.3397 -0.076 0.149 -0.203
H 1.8722 2.0292 1.5373 -0.202 -0.593 0.095
H 2.5409 3.2966 0.6792 -0.313 -0.580 -0.868
H 2.6181 1.6120 -0.0204 0.085 0.037 -0.018
H -0.6103 0.9620 0.9995 0.467 -0.195 -0.043
H -1.1592 1.4695 -0.5664 -0.361 -0.470 -0.291
H 1.0263 -0.4114 -0.0872 -0.349 0.636 0.125
H -1.1283 -0.4730 -2.1088 0.291 0.811 0.823
H 0.3895 -1.2298 -2.2243 -0.123 -0.152 0.358
H -0.1337 -2.8087 -0.6443 0.284 -0.685 -0.439
H -1.8068 -2.2236 -0.9742 0.301 -0.424 0.064
H -2.4864 -3.5171 2.0423 -0.296 -0.101 0.049
H -1.1837 -2.8014 1.6453 -0.144 -0.369 -0.032
O -1.5492 -3.6515 2.1780 0.335 0.297 -0.046
```
Forces are in eV/Å.

## Properties
**HOMO energy**: -3.487 eV
**Strongest force on any atom**: 2.1 eV/A
**Relative energy (zero: lowest compared OMol25 entry of this formula, charge and spin)**: 0.825 eV
**Lowest unoccupied orbital energy**: 3.77 eV
**Multiplicity**: 1
**E**: -404.12425 hartree
**Charge**: -1

Mulliken atomic charge list, values in e, 5 entries: atom 1 (C): -0.5028, atom 2 (C): -1.1367, atom 3 (C): -0.5815, atom 4 (N): -0.2584, atom 5 (C): -0.7333